One molecule with the formula C8H16 in a non-equilibrium geometry, computed with wB97M-V/def2-TZVPD.

Structure (XYZ):
```
24
Properties=species:S:1:pos:R:3:forces:R:3:nbo_charge:R:1
C 0.217262 1.465344 2.841161 -0.144 -0.014 -0.167 -0.648
C -0.037832 0.782975 1.519009 0.187 0.940 0.254 -0.204
C 0.606544 -0.287042 1.088382 -0.165 -1.504 0.383 0.026
C 1.590819 -1.018483 1.991820 -0.297 0.127 -0.232 -0.649
C 0.230863 -1.003338 -0.199015 0.324 0.746 -0.666 -0.433
C 0.358874 -0.060467 -1.425693 -0.665 0.155 0.080 -0.395
C -0.990452 0.441199 -1.966981 0.182 -0.115 -0.769 -0.393
C -1.556215 -0.333887 -3.163516 -0.518 0.063 0.240 -0.609
H -0.535942 2.235949 2.989243 -0.099 -0.044 0.212 0.213
H 0.159139 0.738573 3.652083 -0.001 0.109 0.176 0.209
H 1.179190 1.978818 2.919439 0.103 -0.200 -0.157 0.215
H -0.798083 1.276016 0.922673 0.009 -0.232 -0.279 0.193
H 2.553008 -0.506777 2.081935 -0.084 0.012 0.045 0.220
H 1.770673 -2.020194 1.604609 0.116 0.019 0.013 0.211
H 1.153370 -1.133733 2.985713 0.198 0.072 0.088 0.214
H -0.789219 -1.396679 -0.158131 -0.025 0.106 0.134 0.213
H 0.858189 -1.875634 -0.385378 0.152 0.063 0.325 0.204
H 0.941536 -0.567424 -2.193486 -0.087 0.128 -0.272 0.201
H 0.871562 0.863402 -1.170902 0.544 -0.270 0.349 0.210
H -0.848647 1.459832 -2.338630 -0.107 0.090 0.252 0.197
H -1.731385 0.491250 -1.168015 0.083 -0.038 0.086 0.195
H -1.389319 -1.411573 -3.132431 0.156 0.022 0.088 0.200
H -1.177642 0.069605 -4.100033 0.237 -0.181 -0.072 0.204
H -2.636301 -0.187725 -3.193855 -0.098 -0.053 -0.114 0.205
```
Positions in Å, forces in eV/Å.

* lowest unoccupied orbital energy: 1.1 eV
* charge: 0
* energy above the lowest of the compared OMol25 structures with the same formula, charge and spin: 9.3 kcal per mole
* DFT total energy: -8554.7065 eV